{
  "formula": "C19H20N2O3",
  "method": "ωB97M-V/def2-TZVPD",
  "elements": ["O", "C", "N", "C", "H", "C", "N", "C", "C", "C", "C", "C", "C", "H", "H", "H", "H", "H", "C", "H", "C", "H", "H", "H", "H", "H", "H", "C", "C", "H", "O", "C", "C", "C", "C", "C", "C", "O", "H", "H", "H", "H", "H", "H"],
  "positions_angstrom": [[-0.959401, 0.668848, 1.649014], [0.026632, 0.381548, 1.003372], [-0.048657, -0.252330, -0.188868], [1.024753, -0.819561, -0.972947], [2.000284, -0.522321, -0.595341], [0.891967, -2.355627, -0.950081], [-0.392335, -2.793881, -1.438318], [-0.589954, -3.050552, -2.792842], [-1.767950, -3.682242, -3.208049], [-1.976624, -4.003715, -4.533039], [-1.015120, -3.718993, -5.488748], [0.161178, -3.111182, -5.091418], [0.374196, -2.776624, -3.766469], [1.302942, -2.292661, -3.506148], [0.925315, -2.883244, -5.820657], [-1.179232, -3.972378, -6.524670], [-2.896548, -4.491533, -4.820682], [-2.520803, -3.946785, -2.481492], [-1.456749, -2.202110, -0.653787], [-2.429005, -2.498820, -1.040055], [-1.353136, -0.670129, -0.672328], [-2.108528, -0.223303, -0.025465], [-1.482019, -0.305063, -1.697307], [-1.365454, -2.556314, 0.378566], [1.691075, -2.823288, -1.524198], [0.978584, -2.691514, 0.090462], [0.921865, -0.458266, -2.003217], [1.431698, 0.779895, 1.498432], [1.933554, 2.007096, 0.715738], [2.919035, 2.290338, 1.116277], [1.032406, 3.075126, 0.844291], [0.593581, 3.271028, 2.135326], [-0.043741, 4.464327, 2.441695], [-0.476826, 4.708532, 3.730886], [-0.268988, 3.764709, 4.723495], [0.347726, 2.565834, 4.422675], [0.771204, 2.305055, 3.127151], [1.379951, 1.100556, 2.866776], [0.503686, 1.807215, 5.172705], [-0.598334, 3.957061, 5.733049], [-0.972391, 5.639268, 3.960486], [-0.186018, 5.184942, 1.652098], [2.018995, 1.805663, -0.353687], [2.136187, -0.053731, 1.427413]],
  "forces_ev_per_angstrom": [[0.0, 0.0, 0.2], [0.3, 0.0, 0.2], [-0.2, -0.1, -0.3], [0.2, -0.3, 0.0], [0.0, 0.0, 0.0], [0.3, 0.2, -0.1], [0.1, -0.2, 0.3], [0.0, -0.2, -0.3], [-0.1, 0.1, 0.0], [0.0, 0.0, 0.0], [0.1, 0.0, -0.2], [-0.1, -0.1, -0.1], [0.1, 0.1, 0.2], [0.1, 0.1, 0.1], [0.1, 0.0, 0.0], [0.0, 0.0, -0.1], [-0.1, 0.0, 0.0], [0.0, 0.0, 0.1], [-0.2, 0.4, 0.0], [0.0, 0.0, 0.1], [-0.4, -0.1, 0.1], [0.1, 0.0, -0.1], [0.0, 0.0, 0.0], [-0.1, 0.0, 0.0], [0.0, 0.0, 0.0], [0.1, 0.0, -0.1], [0.1, 0.0, 0.1], [0.0, 0.2, -0.2], [0.4, -0.4, 0.1], [-0.1, -0.1, -0.1], [-0.4, 0.1, 0.2], [0.1, 0.0, 0.2], [0.1, -0.2, -0.1], [0.0, 0.1, 0.0], [0.0, 0.0, 0.1], [0.1, -0.1, -0.2], [0.0, 0.3, 0.0], [-0.1, 0.1, 0.1], [0.0, -0.1, 0.1], [0.0, 0.0, 0.1], [0.0, 0.1, 0.0], [0.0, 0.1, -0.1], [0.0, 0.0, 0.1], [-0.1, 0.1, -0.1]],
  "smiles": "O=C([C@H]1COc2ccccc2O1)N1CCN(c2ccccc2)CC1"
}



{
  "formula": "C19H20N2O3S",
  "method": "ωB97M-V/def2-TZVPD",
  "elements": ["O", "C", "N", "C", "C", "C", "C", "C", "C", "C", "H", "H", "C", "H", "H", "H", "S", "O", "O", "N", "H", "C", "C", "C", "C", "C", "C", "C", "H", "H", "H", "H", "H", "H", "H", "H", "H", "C", "C", "C", "H", "H", "H", "H", "H"],
  "positions_angstrom": [[-4.477191, 1.709551, 0.629312], [-4.681892, 0.571639, 0.254919], [-3.674912, -0.226824, -0.224845], [-2.344643, 0.164752, -0.363204], [-1.770456, 1.400266, -0.098321], [-0.410467, 1.550106, -0.326512], [0.342145, 0.495762, -0.803413], [-0.223604, -0.740882, -1.070335], [-1.572536, -0.896545, -0.849640], [-2.433189, -2.105832, -1.056974], [-2.102381, -2.933973, -0.428557], [-2.399769, -2.440754, -2.094119], [-3.836259, -1.614410, -0.659833], [-4.522319, -1.657890, -1.511089], [-4.249171, -2.213463, 0.156585], [0.395654, -1.534725, -1.455117], [2.096397, 0.697437, -1.038052], [2.384895, 2.086920, -1.260436], [2.556567, -0.273955, -1.988374], [2.649821, 0.267417, 0.488889], [2.890922, 1.091457, 1.018225], [3.628087, -0.794812, 0.597297], [5.058552, -0.321829, 0.543746], [5.427927, 0.692419, -0.331099], [6.741928, 1.123447, -0.384320], [7.699138, 0.545712, 0.432706], [7.337306, -0.466343, 1.305223], [6.022898, -0.895506, 1.362082], [5.742550, -1.684902, 2.045488], [8.079220, -0.920738, 1.945647], [8.724284, 0.882959, 0.390114], [7.018260, 1.912479, -1.067684], [4.683402, 1.140739, -0.972350], [3.433022, -1.459075, -0.249886], [3.442603, -1.345656, 1.526238], [0.078895, 2.494494, -0.151460], [-2.368773, 2.215182, 0.271107], [-6.046052, -0.025695, 0.300179], [-6.912413, 0.378371, 1.470859], [-7.198718, 0.934832, 0.124080], [-6.938008, 1.966463, -0.054908], [-8.063690, 0.585821, -0.418645], [-6.460688, 1.036637, 2.196816], [-7.573507, -0.366642, 1.886446], [-6.173830, -1.024423, -0.086801]],
  "forces_ev_per_angstrom": [[0.0, 0.2, 0.1], [-0.1, -0.2, 0.0], [-0.1, 0.1, 0.1], [0.6, 0.1, -0.1], [-0.1, 0.1, 0.1], [0.1, 0.0, -0.1], [0.5, 0.1, -0.3], [-0.1, 0.0, 0.0], [0.0, 0.2, 0.1], [0.0, 0.0, 0.0], [0.0, 0.0, 0.0], [0.0, 0.0, 0.0], [-0.4, -0.4, -0.1], [0.0, -0.1, 0.1], [0.0, 0.0, -0.1], [0.0, -0.2, -0.1], [-0.4, 0.1, 0.6], [-0.2, 0.0, 0.3], [-0.1, -0.2, 0.2], [-0.2, 0.3, -0.8], [0.0, 0.3, 0.0], [0.1, -0.4, -0.1], [0.0, 0.0, 0.1], [0.0, -0.1, 0.0], [0.0, 0.0, -0.1], [0.1, 0.0, 0.0], [0.1, 0.0, 0.0], [-0.1, 0.0, -0.1], [0.0, -0.1, 0.1], [0.1, 0.0, 0.1], [0.1, 0.0, 0.0], [0.0, 0.1, -0.1], [0.1, 0.1, -0.1], [0.1, -0.1, 0.2], [0.1, 0.0, -0.2], [0.0, 0.2, 0.0], [0.0, 0.0, 0.0], [0.0, -0.1, -0.1], [-0.1, 0.0, 0.1], [-0.1, 0.1, 0.0], [0.1, 0.0, 0.0], [0.0, -0.1, 0.0], [0.1, 0.1, 0.0], [0.0, -0.1, -0.1], [0.0, 0.0, 0.0]],
  "smiles": "O=C(C1CC1)N1CCc2cc(S(=O)(=O)NCc3ccccc3)ccc21"
}



{
  "formula": "C19H20N2O4",
  "method": "ωB97M-V/def2-TZVPD",
  "elements": ["C", "C", "O", "N", "C", "C", "C", "C", "C", "C", "H", "H", "N", "C", "O", "C", "H", "H", "C", "C", "O", "O", "C", "C", "C", "C", "C", "C", "H", "H", "C", "H", "H", "H", "H", "H", "H", "H", "H", "H", "H", "H", "H", "H", "H"],
  "positions_angstrom": [[-7.829969, -2.326949, 0.388258], [-6.891351, -1.314749, -0.240249], [-7.144493, -0.724757, -1.264993], [-5.746436, -1.157621, 0.485558], [-4.649467, -0.324983, 0.238309], [-3.604540, -0.328496, 1.159847], [-2.492505, 0.468520, 0.981280], [-2.402900, 1.292743, -0.136484], [-3.446297, 1.293630, -1.059820], [-4.559038, 0.497671, -0.880818], [-5.359117, 0.508749, -1.601123], [-3.386323, 1.927403, -1.933519], [-1.309334, 2.131903, -0.380004], [-0.194833, 2.325516, 0.374953], [0.029517, 1.778718, 1.431444], [0.757203, 3.354449, -0.232076], [0.758591, 3.267290, -1.319418], [0.407676, 4.351352, 0.046039], [2.166339, 3.122314, 0.300623], [2.713606, 1.818913, -0.246878], [2.319292, 1.277880, -1.244772], [3.696389, 1.367322, 0.539162], [4.374998, 0.191215, 0.225893], [4.874908, -0.063784, -1.040262], [5.581886, -1.232204, -1.266819], [5.802610, -2.148676, -0.248826], [5.297086, -1.869981, 1.017159], [4.586479, -0.711667, 1.259185], [4.188741, -0.492771, 2.237673], [5.460732, -2.572282, 1.821560], [6.574269, -3.410157, -0.490801], [7.508142, -3.394067, 0.070475], [6.807491, -3.528463, -1.545570], [6.002757, -4.275484, -0.159366], [5.967255, -1.429312, -2.256550], [4.709339, 0.638515, -1.841698], [2.838172, 3.927996, -0.002372], [2.158854, 3.063743, 1.389212], [-1.365874, 2.639851, -1.252031], [-1.692249, 0.455873, 1.701073], [-3.662310, -0.965772, 2.031438], [-5.664052, -1.709789, 1.328329], [-8.723152, -2.411104, -0.223489], [-7.346589, -3.299831, 0.450478], [-8.111486, -2.008686, 1.390008]],
  "forces_ev_per_angstrom": [[-0.1, 0.1, -0.2], [-0.2, -0.4, 0.4], [0.0, 0.2, -0.3], [0.1, -0.2, 0.4], [0.3, 0.2, -0.1], [-0.2, 0.0, -0.2], [0.1, 0.0, 0.1], [-0.3, -0.2, 0.1], [0.2, 0.0, 0.2], [-0.1, 0.0, -0.1], [0.0, 0.0, 0.0], [0.0, 0.1, -0.1], [-0.1, 0.2, -0.3], [0.0, 0.5, -0.5], [0.1, -0.2, 0.3], [0.3, -0.1, 0.2], [-0.1, 0.1, 0.0], [0.0, 0.0, 0.0], [-0.2, -0.1, -0.1], [-0.5, 0.3, -0.2], [0.0, 0.0, 0.1], [0.5, -0.2, 0.3], [0.1, -0.4, -0.2], [-0.1, 0.3, 0.1], [0.0, 0.0, 0.1], [0.0, 0.0, 0.0], [0.0, 0.0, -0.1], [-0.2, 0.3, -0.1], [-0.1, 0.0, 0.1], [0.0, -0.1, 0.1], [0.0, 0.0, 0.0], [0.1, -0.1, 0.0], [0.0, -0.1, -0.1], [0.0, -0.1, 0.0], [0.0, 0.0, -0.1], [0.0, 0.0, 0.0], [0.0, 0.0, 0.0], [0.1, 0.1, -0.1], [0.2, -0.1, 0.2], [0.0, 0.0, 0.0], [0.0, -0.1, 0.1], [-0.1, 0.1, -0.2], [0.0, 0.0, 0.0], [0.0, -0.1, 0.0], [0.0, 0.0, 0.1]],
  "smiles": "CC(=O)Nc1ccc(NC(=O)CCC(=O)Oc2ccc(C)cc2)cc1"
}



{
  "formula": "C19H20N2O4",
  "method": "ωB97M-V/def2-TZVPD",
  "elements": ["C", "H", "O", "C", "C", "C", "C", "C", "C", "H", "H", "C", "N", "C", "O", "C", "H", "C", "C", "N", "O", "C", "C", "C", "C", "C", "C", "H", "H", "O", "C", "H", "H", "H", "H", "H", "H", "H", "H", "H", "H", "H", "H", "H", "H"],
  "positions_angstrom": [[4.682204, -0.800947, 2.527267], [4.223291, -1.775495, 2.723342], [5.210441, -0.730406, 1.225538], [4.360735, -0.867779, 0.170232], [2.990188, -1.081906, 0.270827], [2.227421, -1.205760, -0.876510], [2.800210, -1.115078, -2.136662], [4.169458, -0.898106, -2.230351], [4.942822, -0.781405, -1.095066], [6.006592, -0.616161, -1.159081], [4.635711, -0.824120, -3.202123], [1.934822, -1.224686, -3.365793], [0.813301, -0.311681, -3.294300], [-0.442007, -0.722027, -3.065223], [-0.812111, -1.878183, -3.073236], [-1.425533, 0.435530, -2.801386], [-1.872327, 0.741434, -3.751919], [-2.446660, 0.043100, -1.730503], [-1.961919, 0.904036, -0.585372], [-1.036201, 1.712030, -0.933038], [-0.724082, 1.568744, -2.258922], [-2.483175, 0.848566, 0.762407], [-3.522405, -0.021551, 1.103225], [-4.006042, -0.061423, 2.390608], [-3.467462, 0.764224, 3.381134], [-2.430034, 1.633417, 3.048270], [-1.949449, 1.670585, 1.755422], [-1.147843, 2.341401, 1.490038], [-1.992617, 2.283937, 3.789164], [-4.017600, 0.642539, 4.616126], [-3.523209, 1.446119, 5.660813], [-2.465056, 1.245084, 5.856063], [-3.658534, 2.511058, 5.447176], [-4.107913, 1.178532, 6.539430], [-4.808303, -0.728519, 2.663615], [-3.954827, -0.669235, 0.356347], [-2.386718, -1.025886, -1.519285], [-3.473438, 0.295732, -2.000121], [1.015538, 0.667510, -3.143200], [1.506906, -2.228986, -3.448823], [2.519574, -1.010421, -4.265264], [1.164641, -1.377957, -0.786128], [2.505062, -1.154622, 1.231292], [5.529607, -0.661904, 3.196852], [3.946474, -0.010082, 2.706303]],
  "forces_ev_per_angstrom": [[-0.1, 0.0, 0.2], [0.0, 0.0, 0.0], [0.1, 0.0, -0.3], [0.0, 0.0, -0.2], [0.1, 0.0, 0.3], [0.1, 0.0, -0.2], [0.0, 0.0, 0.0], [-0.1, -0.1, 0.1], [0.1, 0.0, 0.3], [0.1, 0.0, 0.0], [0.1, 0.0, -0.1], [0.0, -0.2, -0.1], [0.3, 0.3, -0.1], [-0.2, 0.5, 0.0], [-0.2, -0.3, 0.0], [-0.2, -0.4, 0.1], [0.0, -0.1, 0.1], [0.2, 0.2, -0.1], [0.3, -0.2, -1.0], [-0.1, 0.1, 0.9], [-0.1, 0.1, -0.8], [-0.1, 0.1, 0.7], [0.2, 0.2, -0.1], [0.0, 0.1, 0.4], [0.0, -0.1, -0.3], [-0.1, 0.0, 0.3], [-0.1, -0.2, -0.2], [0.1, 0.1, 0.0], [0.0, 0.0, 0.1], [-0.1, -0.2, -0.3], [0.1, 0.1, 0.2], [0.0, 0.0, 0.0], [0.0, 0.0, 0.0], [0.1, 0.1, 0.0], [-0.1, -0.1, 0.0], [0.0, -0.1, -0.1], [-0.1, 0.1, 0.0], [0.0, 0.0, 0.0], [-0.1, -0.1, 0.1], [0.1, 0.1, -0.1], [0.0, -0.1, 0.1], [-0.1, 0.0, 0.0], [0.0, 0.0, 0.1], [-0.1, 0.0, 0.0], [0.0, 0.0, 0.0]],
  "smiles": "COc1ccc(CNC(=O)[C@H]2CC(c3ccc(OC)cc3)=NO2)cc1"
}



Kohn-Sham gap values (in eV) by entry order: 8.42, 9.05, 8.70, 8.87.
Relative energy (zero: lowest compared OMol25 entry of this formula, charge and spin) values (in kcal/mol) by entry order: 54.0, 43.7, 13.7, 88.5.
Calculated total energy values (in hartree) by entry order: -1071.2419, -1469.4274, -1146.5635, -1146.4444.